DFT (wB97M-V/def2-TZVPD) results for a 2-piece molecular cluster, C8H19NO5PSi overall.

For the molecular weight, the calculation gives 268.30 g mol⁻¹. For the LUMO energy, the calculation gives 2.34 eV. As for the calculated total energy: -1378.0368 hartree. Its net charge is -1.

Positions of all 35 atoms, in Å:
C (1.619, -1.532, 2.221)
C (1.754, -1.367, 0.727)
N (0.861, -0.322, 0.127)
C (0.526, -0.608, -1.265)
C (-0.710, 0.181, -1.697)
Si (-2.162, -0.271, -0.588)
C (-2.527, 0.936, 0.834)
C (-1.577, 2.090, 0.845)
O (-1.584, 2.910, -0.046)
P (-4.085, -0.236, -1.842)
O (-3.689, 1.055, -2.828)
O (-3.777, -1.503, -2.882)
C (1.435, 0.970, 0.341)
C (2.318, 1.552, -0.746)
O (1.254, 1.560, 1.372)
H (1.883, -0.625, 2.762)
H (2.324, -2.278, 2.595)
H (0.592, -1.815, 2.479)
H (1.493, -2.294, 0.209)
H (2.804, -1.145, 0.482)
H (1.362, -0.462, -1.964)
H (0.279, -1.672, -1.302)
H (-0.965, -0.078, -2.733)
H (-0.533, 1.262, -1.682)
H (-1.956, -1.651, -0.079)
H (-3.522, 1.355, 0.643)
H (-2.556, 0.398, 1.783)
H (-0.853, 2.158, 1.669)
H (-2.951, 1.585, -2.503)
H (-2.958, -1.975, -2.698)
H (2.876, 2.378, -0.313)
H (1.716, 1.928, -1.577)
H (3.010, 0.802, -1.134)
O (3.781, -1.650, 4.085)
H (4.518, -1.635, 4.704)